(1)
The following is a DFT calculation (ωB97M-V/def2-TZVPD) of a 3-piece molecular cluster, C38H86FN2O10P3 overall in a non-equilibrium geometry.

CARTESIAN COORDINATES (ANGSTROEM)
C  -7.3496  -2.2136  3.2599
C  -6.4358  -3.4473  3.2345
C  -6.9945  -4.6186  2.4055
C  -6.4810  -4.6750  0.9551
C  -5.2645  -5.5772  0.7538
C  -4.0792  -5.1005  1.5866
C  -2.7634  -5.7548  1.1673
C  -1.6672  -5.7281  2.2570
C  -1.7679  -4.5705  3.2439
C  -1.2751  -3.2441  2.6558
C  -1.5920  -2.0560  3.5705
C  -2.9115  -1.3454  3.1754
C  -2.6371  0.0027  2.4771
C  -2.2554  -0.0757  0.9830
C  -3.1654  0.6868  0.0183
C  -3.2273  2.1749  0.4651
C  -4.6175  2.6972  0.7561
F  -5.1465  2.1983  1.9340
O  -4.5102  0.2319  -0.0015
C  -4.6724  -1.1537  -0.2025
P  -5.9828  -1.4109  -1.4652
N  -5.7661  -2.7561  -2.2700
C  -2.5398  0.5775  -1.4004
N  -3.5169  0.9758  -2.4241
C  -1.1801  1.2979  -1.5064
C  0.0162  0.3676  -1.8564
C  1.1447  0.5226  -0.8395
C  1.8886  1.8634  -0.9933
C  2.3749  2.3132  0.3846
C  3.4863  1.4147  0.9332
O  2.9980  0.2666  1.6017
C  3.1039  0.3266  3.0089
H  -7.7501  -2.0429  4.2565
H  -8.1654  -2.2702  2.5426
H  -6.7755  -1.3183  3.0180
H  -5.4677  -3.1451  2.8410
H  -6.2346  -3.8264  4.2360
H  -6.7236  -5.5594  2.8911
H  -8.0825  -4.5626  2.4334
H  -7.2975  -4.9680  0.2986
H  -6.1915  -3.6640  0.6670
H  -5.5460  -6.6035  0.9998
H  -5.0284  -5.5354  -0.3110
H  -4.3056  -5.3141  2.6285
H  -3.9909  -4.0275  1.4036
H  -2.9972  -6.8071  0.9839
H  -2.4109  -5.3720  0.2116
H  -1.6014  -6.6902  2.7613
H  -0.7054  -5.6000  1.7527
H  -2.7481  -4.4817  3.7101
H  -1.0710  -4.7851  4.0581
H  -0.1869  -3.3428  2.6250
H  -1.6036  -3.0746  1.6305
H  -1.5881  -2.3696  4.6125
H  -0.7993  -1.3165  3.4484
H  -3.4271  -1.0931  4.1009
H  -3.5179  -1.9777  2.5284
H  -3.4752  0.6670  2.6743
H  -1.7837  0.4297  3.0061
H  -1.2527  0.3312  0.8864
H  -2.1562  -1.1297  0.7192
H  -2.5802  2.3615  1.3188
H  -2.8626  2.8256  -0.3317
H  -4.5186  3.7767  0.9016
H  -5.2903  2.5679  -0.0871
H  -3.8056  -1.6578  -0.6219
H  -5.0075  -1.6536  0.7106
H  -5.9791  -0.3180  -2.3399
H  -7.2089  -1.4629  -0.7734
H  -5.6656  -2.5334  -3.2524
H  -2.3444  -0.4788  -1.5908
H  -3.2408  0.5459  -3.2957
H  -3.5321  1.9822  -2.5215
H  -1.2266  2.0928  -2.2495
H  -0.9122  1.7955  -0.5751
H  -0.2921  -0.6705  -1.9623
H  0.4032  0.7039  -2.8202
H  0.7343  0.5278  0.1698
H  1.8363  -0.3180  -0.8705
H  1.2152  2.6181  -1.3993
H  2.7488  1.7497  -1.6535
H  2.7882  3.3235  0.3227
H  1.5587  2.3529  1.1073
H  4.0533  1.0537  0.0697
H  4.1895  1.9955  1.5318
H  3.8974  0.9900  3.3493
H  3.3554  -0.6762  3.3568
H  2.1462  0.5716  3.4731
C  6.0604  -2.5144  -5.8746
C  5.7003  -1.6977  -4.6477
O  5.1398  -2.5069  -3.6060
P  6.1112  -3.3641  -2.6642
O  6.9979  -2.4745  -1.9025
O  5.0418  -3.9086  -1.5657
C  5.3214  -3.8560  -0.1637
C  4.5554  -2.7248  0.4832
O  6.1183  -4.7151  -3.5058
C  6.6760  -5.9077  -2.8993
C  5.5656  -6.8866  -2.5927
H  6.8793  -3.2037  -5.6624
H  6.3644  -1.8612  -6.6931
H  5.2092  -3.1140  -6.1960
H  6.5720  -1.1567  -4.2698
H  4.9407  -0.9597  -4.9018
H  6.3911  -3.7597  0.0204
H  5.0033  -4.8136  0.2576
H  4.8048  -1.7717  0.0173
H  4.7741  -2.6600  1.5501
H  3.4817  -2.8699  0.3563
H  7.2453  -5.6605  -2.0002
H  7.3677  -6.3389  -3.6221
H  4.9749  -6.5543  -1.7411
H  5.9787  -7.8684  -2.3596
H  4.8893  -6.9734  -3.4425
C  1.9783  10.7768  1.5363
C  1.0009  9.7231  1.0509
O  1.4311  9.1106  -0.1730
P  2.5423  7.9610  -0.1309
O  2.0497  6.7976  0.6191
O  2.5157  7.4767  -1.6867
C  2.4822  6.0897  -2.0255
C  1.0942  5.6832  -2.4658
O  3.8333  8.8728  -0.3109
C  5.1024  8.2323  -0.5952
C  5.5124  8.5294  -2.0195
H  2.9272  10.3272  1.8333
H  1.5687  11.3121  2.3932
H  2.1943  11.4906  0.7418
H  0.8425  8.9567  1.8142
H  0.0355  10.1798  0.8392
H  2.8217  5.4742  -1.1925
H  3.1904  5.9460  -2.8459
H  0.3574  5.8892  -1.6889
H  1.0594  4.6190  -2.7056
H  0.7908  6.2484  -3.3480
H  5.0471  7.1560  -0.4154
H  5.8313  8.6477  0.0996
H  4.9056  7.9674  -2.7271
H  6.5574  8.2614  -2.1774
H  5.3745  9.5869  -2.2424

Computed properties:
- structure (SMILES) = CCCCCCCCCCCCCC[C@](CCF)(OC[PH2]=N)[C@@H](N)CCCCCCOC.CCOP(=O)(OCC)OCC.CCOP(=O)(OCC)OCC

(2)
The following is a DFT calculation (ωB97M-V/def2-TZVPD) of a 5-piece molecular cluster, C38H86NO15 overall in a non-equilibrium geometry.

CARTESIAN COORDINATES (ANGSTROEM)
C  3.0732  -0.0138  -4.6828
O  2.7539  0.4809  -3.3410
C  2.9103  -0.6859  -2.4598
C  1.4889  -1.3145  -2.0461
C  1.4308  -2.9363  -2.2096
C  2.1966  -3.5381  -0.9343
C  2.5648  -5.0968  -1.0396
C  3.3015  -5.5246  -2.3990
C  4.4175  -4.4861  -2.9090
C  5.5687  -4.1690  -1.8421
N  6.3563  -2.9089  -2.1079
C  6.6118  -2.5973  -3.5575
C  7.4468  -3.7068  -4.3541
C  8.2113  -3.1132  -5.6537
C  7.2423  -2.8256  -6.8913
O  6.0761  -2.0115  -6.5666
C  5.9542  -0.8793  -7.4200
O  4.8247  -0.6922  -7.9514
H  4.2008  -0.2247  -4.7189
H  2.4453  -0.9668  -4.8722
H  2.7917  0.7671  -5.4859
H  3.5932  -1.4211  -3.0176
H  3.5002  -0.3719  -1.5122
H  1.3581  -1.1354  -0.9098
H  0.6708  -0.7838  -2.6510
H  1.8661  -3.2526  -3.2173
H  0.3182  -3.2469  -2.2335
H  1.4676  -3.4375  -0.0402
H  3.1272  -2.9254  -0.6214
H  1.5778  -5.6860  -0.9693
H  3.1932  -5.4286  -0.1294
H  3.7243  -6.6004  -2.3470
H  2.4901  -5.5556  -3.2243
H  4.8744  -4.9565  -3.8634
H  3.9711  -3.4820  -3.2687
H  5.0448  -4.0102  -0.8215
H  6.3125  -5.0232  -1.6686
H  5.7834  -2.1155  -1.7381
H  7.2366  -2.8761  -1.5479
H  7.2603  -1.6370  -3.5694
H  5.6300  -2.2841  -4.0810
H  8.2564  -4.0971  -3.6326
H  6.8427  -4.6033  -4.7161
H  8.8933  -2.2258  -5.3744
H  8.9308  -3.9535  -5.9948
H  7.8596  -2.2584  -7.6877
H  6.8462  -3.7769  -7.4083
H  6.7717  -0.1154  -7.6425
C  -1.8667  3.7795  3.3422
O  -0.5243  3.3189  3.3851
C  -0.3190  2.1845  4.2149
C  0.3900  1.0444  3.4821
O  -0.2915  0.4560  2.3738
C  -0.5574  1.2879  1.2454
C  0.6530  1.8352  0.4868
O  1.4515  2.7025  1.2840
C  2.8218  2.3610  1.3215
H  -1.9946  4.5945  4.0622
H  -2.0627  4.1674  2.3404
H  -2.5907  2.9858  3.5458
H  -1.2612  1.8141  4.6408
H  0.3150  2.5086  5.0462
H  0.5217  0.2318  4.2048
H  1.4017  1.3272  3.1922
H  -1.2517  2.0801  1.5208
H  -1.1142  0.6542  0.5454
H  0.2874  2.4284  -0.3587
H  1.2352  1.0029  0.0833
H  2.9904  1.2850  1.1896
H  3.2109  2.6313  2.3096
H  3.3699  2.9256  0.5671
C  -3.2497  -4.3130  -3.9156
O  -2.5748  -4.2215  -5.1603
C  -3.4231  -4.3089  -6.2968
C  -3.2301  -3.1431  -7.2681
O  -3.5483  -1.8366  -6.7915
C  -2.7809  -1.3160  -5.7073
C  -1.2897  -1.0855  -5.9598
O  -0.5896  -2.2965  -6.2344
C  0.1741  -2.2684  -7.4245
H  -3.2117  -5.3464  -3.5550
H  -2.7297  -3.6752  -3.1974
H  -4.2888  -3.9787  -3.9757
H  -4.4813  -4.3731  -6.0103
H  -3.1637  -5.2364  -6.8170
H  -3.9070  -3.3147  -8.1118
H  -2.2319  -3.1500  -7.7048
H  -2.9498  -1.9099  -4.8104
H  -3.2227  -0.3379  -5.4868
H  -0.8501  -0.6639  -5.0485
H  -1.1647  -0.3527  -6.7602
H  -0.2466  -1.5927  -8.1779
H  0.1685  -3.2764  -7.8545
H  1.2050  -1.9933  -7.2010
C  -7.7584  3.7965  3.9520
O  -7.1597  2.9841  2.9542
C  -8.0791  2.2204  2.1878
C  -7.9010  2.4209  0.6820
O  -8.1373  3.7292  0.1646
C  -7.2842  4.7862  0.6038
C  -5.8036  4.6832  0.2332
O  -5.1673  3.5559  0.8269
C  -4.4786  2.7299  -0.0907
H  -7.7385  3.2697  4.9117
H  -7.1699  4.7114  4.0458
H  -8.7854  4.0777  3.7039
H  -9.1194  2.4393  2.4641
H  -7.8892  1.1675  2.4195
H  -8.6353  1.7778  0.1848
H  -6.9328  2.0533  0.3435
H  -7.4206  4.9585  1.6702
H  -7.6731  5.6884  0.1189
H  -5.2936  5.5740  0.6160
H  -5.7004  4.6812  -0.8544
H  -4.9212  2.7550  -1.0933
H  -4.5471  1.6962  0.2676
H  -3.4265  3.0132  -0.1323
C  -1.8696  1.3713  11.6320
O  -0.8746  2.3025  11.2365
C  0.3124  1.7141  10.7274
C  0.7030  2.2672  9.3560
O  -0.2005  2.0349  8.2761
C  -1.5023  2.6190  8.3666
C  -1.5770  4.1469  8.3847
O  -0.9439  4.7127  9.5267
C  0.0133  5.7097  9.2276
H  -1.7930  1.1912  12.7093
H  -2.8482  1.8075  11.4217
H  -1.7970  0.4239  11.0908
H  0.2318  0.6201  10.6699
H  1.1137  1.9507  11.4346
H  1.6346  1.7703  9.0639
H  0.9564  3.3254  9.4112
H  -2.0514  2.1785  9.1971
H  -2.0314  2.2833  7.4675
H  -2.6328  4.4358  8.4312
H  -1.1635  4.5424  7.4538
H  0.4857  5.5587  8.2498
H  0.8058  5.6550  9.9825
H  -0.4453  6.6970  9.2781

Computed properties:
- net charge = +1

| no. | HOMO (eV) | LUMO level (eV) |
| --- | --- | --- |
| 1 | -8.1 | 0.552 |
| 2 | -10.0 | -3.105 |